# C2H6N5O2

An isolated ion of composition C2H6N5O2 and charge +1 (ωB97M-V/def2-TZVPD, the Open Molecules 2025 dataset).

Geometry as XYZ:
```
15
Properties=species:S:1:pos:R:3:forces:R:3
C 0.267815 0.298278 0.029817 5.69 1.23 -1.18
C -1.903172 0.686524 0.112435 -2.52 0.17 1.34
N 1.910259 0.853854 0.047668 -6.82 1.34 0.23
N -0.621600 1.239381 -0.276277 -1.50 -1.49 0.28
N -0.147987 -0.881179 0.097237 0.05 -2.64 1.30
N 2.833994 0.047696 -0.015858 0.69 -2.49 1.06
N -1.615430 -0.785365 -0.056355 0.94 -0.58 1.18
O 3.975378 0.358055 0.081821 0.36 0.34 -0.38
O 2.678167 -1.299675 -0.193304 2.28 -0.89 -1.48
H -2.376708 0.981572 1.205458 1.68 -0.95 -2.56
H -2.702679 0.777395 -0.611737 -0.10 1.15 -0.12
H -0.408329 2.154741 -0.088026 0.51 2.78 0.45
H 1.977758 -1.875934 0.095021 -1.68 0.80 0.82
H -2.144281 -1.448966 0.593283 1.06 1.09 -0.89
H -1.723181 -1.106370 -1.021186 -0.64 0.14 -0.05
```
Forces are in eV/Å.

* multiplicity: 1
* energy relative to the best compared isomer or geometry (same formula, charge and spin): 121.8 kcal per mole
* max |F|: 0.1353 Eh/bohr
* total charge: +1



# C2H6N6

The molecule C2H6N6 (ωB97M-V/def2-TZVPD, the Open Molecules 2025 dataset).

Geometry as XYZ:
```
14
Properties=species:S:1:pos:R:3:forces:R:3
C 1.682668 1.261529 -0.283843 1.38 -1.41 -3.06
C -0.698275 -1.414885 0.438256 0.56 -0.30 -0.56
H 2.431616 1.794290 0.291415 0.14 -0.32 0.14
H 2.098022 0.534687 -1.020375 0.67 0.91 0.32
H 1.173262 1.986520 -0.921715 -0.54 0.28 0.26
H 0.453496 1.150974 1.081789 -0.60 -1.03 1.03
H -1.198327 1.059455 -1.330876 -0.06 -0.58 1.21
H -0.886317 -3.089908 1.149279 0.87 0.72 0.39
N 0.887279 0.405165 0.528521 -0.38 1.93 2.25
N -0.109277 -0.233831 -0.159638 -1.23 -1.66 0.33
N -1.253219 0.565214 -0.405333 -0.48 0.86 -1.75
N -2.351323 -0.278038 -0.467215 0.39 0.39 -0.06
N -2.086335 -1.391263 -0.001542 0.59 -0.18 0.48
N -0.143269 -2.349908 1.101276 -1.33 0.38 -0.98
```
Forces are in eV/Å.

* multiplicity: 1
* energy relative to the best compared isomer or geometry (same formula, charge and spin): 54.7 kcal per mole
* max |F|: 0.0708 Eh/bohr
* total charge: 0



# C2H6N6

C2H6N6 as an isolated structure (ωB97M-V/def2-TZVPD, the Open Molecules 2025 dataset).

Geometry as XYZ:
```
14
Properties=species:S:1:pos:R:3:forces:R:3
C 1.454891 0.017364 -0.038003 1.59 -0.40 -1.76
C -1.427694 -0.005343 0.024725 -0.30 -2.13 -1.64
H 2.698435 0.892502 0.920960 1.59 -3.13 -3.20
H 1.027733 1.960096 -0.315525 0.85 0.61 -0.20
H -1.086734 2.083689 -0.150274 -0.37 -1.74 -0.29
H -3.232278 -0.975459 0.215421 1.66 1.55 0.26
H -0.962269 -1.942115 -0.364668 -1.19 -2.30 -0.95
H 1.281899 -1.850530 0.356323 -1.05 1.78 -2.66
N 2.765772 -0.111587 0.052315 -2.49 5.48 4.38
N 0.624132 1.133605 0.049888 -0.24 -0.18 0.42
N -0.764652 1.135790 -0.475157 0.95 0.64 1.67
N -2.709895 -0.043135 0.203063 1.21 -0.84 -0.34
N -0.492494 -1.157433 -0.091191 -4.68 3.62 2.10
N 0.823160 -1.137448 -0.387873 2.48 -2.97 2.21
```
Forces are in eV/Å.

* multiplicity: 1
* energy relative to the best compared isomer or geometry (same formula, charge and spin): 82.1 kcal per mole
* max |F|: 0.1447 Eh/bohr
* total charge: 0



# C2H6NO

A 2-piece molecular cluster, C2H6NO overall (ωB97M-V/def2-TZVPD, the Open Molecules 2025 dataset).

Geometry as XYZ:
```
10
Properties=species:S:1:pos:R:3:forces:R:3
C 1.481055 0.468450 -0.453503 0.31 2.63 2.22
C 1.342967 -0.584187 0.607977 1.86 -1.21 -0.23
N 0.271308 -0.218617 0.108195 0.98 0.52 0.08
O -2.350152 -0.136156 0.183415 0.71 1.90 -0.03
H 1.688385 1.606439 -0.128254 -0.69 -2.88 -0.61
H 1.792691 0.233763 -1.442043 0.01 -0.47 -0.63
H 1.843963 -1.401473 1.238337 -1.13 1.51 -0.69
H -0.757950 -0.284132 0.142226 -1.27 -0.42 -0.18
H -3.038517 -0.570853 -0.367726 0.52 1.11 0.32
H -2.273749 0.886766 0.111372 -1.31 -2.69 -0.26
```
Forces are in eV/Å.

* multiplicity: 1
* energy relative to the best compared isomer or geometry (same formula, charge and spin): 58.5 kcal per mole
* max |F|: 0.0673 Eh/bohr
* total charge: +1



# C2H6NO

An isolated ion of composition C2H6NO and charge +1 (ωB97M-V/def2-TZVPD, the Open Molecules 2025 dataset).

Geometry as XYZ:
```
10
Properties=species:S:1:pos:R:3:forces:R:3
C -1.403814 0.410848 -0.070602 -1.53 -2.15 -3.84
C 0.052357 0.502560 -0.287612 -0.95 4.77 0.87
N 0.821985 -0.536200 0.308242 -1.60 0.84 2.62
O -1.198926 1.071936 1.060447 3.11 -0.02 -0.59
H -1.964685 0.816498 -0.936356 -0.08 0.53 0.83
H -1.715510 -0.657998 -0.048150 -0.05 0.31 0.56
H 0.635174 1.463634 -0.634228 -1.41 -2.13 0.74
H 1.760682 -0.547706 -0.009729 1.67 0.30 0.43
H 0.414124 -1.399178 0.017502 -0.52 -1.33 0.17
H 0.570897 -0.304583 1.364436 1.35 -1.13 -1.78
```
Forces are in eV/Å.

* multiplicity: 1
* energy relative to the best compared isomer or geometry (same formula, charge and spin): 87.8 kcal per mole
* max |F|: 0.0961 Eh/bohr
* total charge: +1



# C2H6NO2

A 2-piece molecular cluster, C2H6NO2 overall (ωB97M-V/def2-TZVPD, the Open Molecules 2025 dataset).

Geometry as XYZ:
```
11
Properties=species:S:1:pos:R:3:forces:R:3
O -1.118327 -0.615842 0.990007 0.04 0.15 0.42
C -0.496994 0.155766 1.771082 -0.12 -0.26 -0.55
O 0.505625 0.848345 1.535204 0.14 0.12 0.09
H -0.912322 0.220090 2.806010 -0.09 -0.01 0.19
C 1.134107 0.025418 -1.727451 -0.79 0.51 0.03
N -0.275972 -0.361708 -1.736339 0.22 -0.84 0.54
H 1.656797 -0.371693 -2.605776 0.12 0.06 0.11
H 1.580603 -0.332635 -0.804730 0.11 -0.22 -0.02
H 1.247865 1.118373 -1.678781 0.26 -0.05 -0.18
H -0.855664 0.220942 -2.317675 0.02 0.23 0.17
H -0.631370 -0.446488 -0.754120 0.09 0.31 -0.81
```
Forces are in eV/Å.

* multiplicity: 1
* energy relative to the best compared isomer or geometry (same formula, charge and spin): 14.2 kcal per mole
* max |F|: 0.0199 Eh/bohr
* total charge: -1



# C2H6NO2

A 2-piece molecular cluster, C2H6NO2 overall (ωB97M-V/def2-TZVPD, the Open Molecules 2025 dataset).

Geometry as XYZ:
```
11
Properties=species:S:1:pos:R:3:forces:R:3
C 1.978892 0.370961 -0.476862 -0.78 0.55 0.35
O 0.871507 0.906407 -1.149140 -0.10 0.54 -0.72
H 1.627928 -0.110962 0.443551 0.32 -0.19 -0.12
H 2.649644 1.199413 -0.206839 0.15 -0.21 0.03
H 2.509594 -0.327000 -1.122830 0.16 -0.24 0.05
C -2.247500 -0.529843 0.425420 -1.05 0.23 1.15
N -0.965711 -0.325335 0.565267 0.72 -0.12 -1.15
O -3.105659 -0.795536 1.305565 0.05 -0.44 0.13
H -2.704954 -0.400758 -0.568399 0.51 0.24 -0.54
H 0.032166 0.660143 -0.688211 0.33 -0.62 0.49
H -0.645912 -0.647485 1.472475 -0.33 0.26 0.34
```
Forces are in eV/Å.

* multiplicity: 1
* energy relative to the best compared isomer or geometry (same formula, charge and spin): 28.9 kcal per mole
* max |F|: 0.0307 Eh/bohr
* total charge: -1



# C2H6NO2

A 2-piece molecular cluster, C2H6NO2 overall (ωB97M-V/def2-TZVPD, the Open Molecules 2025 dataset).

Geometry as XYZ:
```
11
Properties=species:S:1:pos:R:3:forces:R:3
C 1.431611 -1.347686 -0.939227 -2.03 -4.97 -2.90
N 0.148768 -1.318895 -0.741350 -0.08 0.28 -1.10
H 2.102486 -0.819962 -0.363959 1.01 1.69 1.27
H 1.950324 -2.197740 -1.659235 -1.68 2.44 1.67
H -0.659706 -1.863223 -1.268076 2.77 1.06 1.12
H -0.242278 -0.569088 -0.064750 0.06 -0.75 -0.21
O -1.068412 0.090821 1.075881 -1.24 0.79 2.27
C -1.104850 1.300788 1.283513 1.18 -1.87 -2.50
O -0.342231 1.915539 0.383803 -0.63 3.54 -0.09
H -1.656407 1.909293 2.011748 0.00 -0.52 0.04
H -0.559304 2.900154 0.281651 0.63 -1.70 0.43
```
Forces are in eV/Å.

* multiplicity: 1
* energy relative to the best compared isomer or geometry (same formula, charge and spin): 38.3 kcal per mole
* max |F|: 0.1186 Eh/bohr
* total charge: +1



# C2H6NO2P

C2H6NO2P as an isolated structure (ωB97M-V/def2-TZVPD, the Open Molecules 2025 dataset).

Geometry as XYZ:
```
12
Properties=species:S:1:pos:R:3:forces:R:3
C -0.203114 -1.001050 -0.008850 -0.90 -1.10 2.75
C 0.469241 0.308329 -0.368947 -1.75 2.18 0.50
N -0.407727 1.679199 0.072220 0.91 -5.08 -2.45
O 3.230460 0.453854 -0.565840 -0.38 -0.14 0.27
O 1.051854 -1.716052 0.187551 -0.18 -1.04 -0.09
P 2.210570 0.254816 0.493363 -0.72 0.23 -0.54
H -0.794947 -1.003518 1.012091 1.11 0.30 -1.84
H -0.871215 -1.573471 -0.727554 0.93 1.11 0.43
H 0.620790 0.130754 -1.444418 0.09 1.39 0.06
H -0.339741 1.726214 1.053863 0.42 0.58 1.14
H 0.979443 -2.605773 0.563462 -0.17 0.26 -0.09
H -0.016493 2.409565 -0.456029 0.64 1.29 -0.13
```
Forces are in eV/Å.

* multiplicity: 1
* energy relative to the best compared isomer or geometry (same formula, charge and spin): 57.7 kcal per mole
* max |F|: 0.1112 Eh/bohr
* total charge: 0



# C2H6NO2PS

The molecule C2H6NO2PS (ωB97M-V/def2-TZVPD, the Open Molecules 2025 dataset).

Geometry as XYZ:
```
13
Properties=species:S:1:pos:R:3:forces:R:3
C -0.857769 -0.557385 0.057614 -0.94 0.01 -2.37
C -1.839712 -1.395178 0.799566 -1.01 -1.20 -0.79
N -0.054644 0.290811 0.539420 1.20 0.06 0.01
O 2.133181 -0.074140 -1.059268 0.61 2.15 -0.11
O 1.958201 1.910349 0.573807 -0.52 -0.35 -0.54
P 1.072276 1.087047 -0.483508 0.27 0.26 -2.92
S 0.405899 2.137610 -2.088227 0.59 -1.16 2.23
H -0.979211 -0.683714 -1.075258 0.60 0.08 1.24
H -1.330941 -2.368902 1.046915 -0.56 0.71 -0.41
H -2.135108 -0.967763 1.745508 -0.11 0.25 0.23
H -2.786091 -1.616524 0.123417 2.04 0.43 1.46
H 2.855403 0.416876 -1.620344 -2.13 -1.27 1.43
H 1.558515 1.820913 1.440357 -0.04 0.03 0.55
```
Forces are in eV/Å.

* multiplicity: 1
* energy relative to the best compared isomer or geometry (same formula, charge and spin): 0.0 kcal per mole
* max |F|: 0.0573 Eh/bohr
* total charge: 0



| no. | E_LUMO (Eh) | E_tot (eV) |
| --- | --- | --- |
| 1 | -0.1478 | -13702.4397 |
| 2 | 0.0059 | -11107.9278 |
| 3 | 0.0239 | -11106.7380 |
| 4 | -0.1858 | -5698.9494 |
| 5 | -0.2196 | -5697.6783 |
| 6 | 0.1653 | -7757.6511 |
| 7 | 0.1531 | -7757.0113 |
| 8 | -0.1801 | -7748.2425 |
| 9 | 0.0032 | -17043.2656 |
| 10 | 0.0103 | -27881.9304 |